# 1
Formula: C3H7NO2S
Source: OMol25
Level of theory: ωB97M-V/def2-TZVPD

```
14
C3H7NO2S, DFT ωB97M-V/def2-TZVPD
C 0.537 0.531 -0.326
C 0.977 0.133 1.089
S 1.419 1.666 2.007
N 0.103 -0.650 -1.055
C -1.180 -0.918 -1.341
O -1.434 -2.247 -1.565
O -2.122 -0.180 -1.220
H 1.379 1.046 -0.792
H -0.323 1.197 -0.248
H 0.105 -0.287 1.595
H 1.793 -0.589 1.086
H 2.136 1.132 3.013
H 0.821 -1.054 -1.652
H -2.413 -2.232 -1.649
```

Summary:
* SMILES: O=C(O)NCCS
* highest occupied orbital energy: -9.29 eV
* total charge: 0



# 2
Formula: C18H51N3O9
Source: OMol25
Level of theory: ωB97M-V/def2-TZVPD

```
81
C18H51N3O9, DFT ωB97M-V/def2-TZVPD
C -1.110 0.457 -2.625
O -0.959 1.608 -3.385
C -1.516 2.636 -2.555
C -1.744 3.936 -3.438
N -2.437 5.004 -2.749
C -2.212 6.213 -3.554
C -2.845 7.520 -2.994
O -4.201 7.583 -3.448
C -4.785 8.884 -3.158
H -0.851 0.545 -1.570
H -0.484 -0.284 -3.123
H -2.140 0.101 -2.629
H -0.863 2.787 -1.696
H -2.469 2.399 -2.082
H -2.222 3.562 -4.343
H -0.779 4.278 -3.813
H -2.098 5.078 -1.800
H -2.636 6.024 -4.540
H -1.158 6.438 -3.717
H -2.251 8.348 -3.382
H -2.819 7.606 -1.907
H -5.774 9.045 -3.587
H -4.151 9.666 -3.575
H -4.850 9.028 -2.080
C 1.675 -1.316 1.296
O 1.178 -0.605 2.407
C -0.258 -0.356 2.235
C -0.909 0.509 3.345
N -0.335 1.813 3.087
C -0.442 2.678 4.242
C 0.748 3.731 4.220
O 1.962 3.061 4.183
C 3.071 3.938 4.168
H 1.753 -0.651 0.436
H 1.034 -2.107 0.907
H 2.701 -1.636 1.480
H -0.755 -1.314 2.078
H -0.344 0.122 1.259
H -0.689 -0.043 4.258
H -1.996 0.587 3.340
H 0.654 1.606 3.078
H -0.397 2.107 5.170
H -1.417 3.160 4.172
H 0.637 4.367 5.098
H 0.599 4.318 3.313
H 2.953 4.573 3.290
H 3.920 3.304 3.912
H 3.206 4.465 5.112
C 0.987 -8.130 2.061
O 1.080 -6.821 1.473
C 0.480 -6.771 0.223
C 0.794 -5.361 -0.326
N 2.212 -5.298 -0.664
C 2.543 -3.871 -1.072
C 4.054 -3.495 -0.941
O 4.480 -3.823 0.364
C 5.752 -3.186 0.659
H 1.592 -8.911 1.600
H -0.006 -8.579 2.086
H 1.235 -8.112 3.122
H -0.588 -6.986 0.265
H 0.922 -7.460 -0.496
H 0.592 -4.620 0.448
H 0.234 -5.245 -1.254
H 2.843 -5.591 0.068
H 1.940 -3.170 -0.495
H 2.084 -3.692 -2.044
H 4.049 -2.443 -1.229
H 4.777 -3.991 -1.589
H 5.958 -3.449 1.697
H 5.764 -2.108 0.496
H 6.578 -3.525 0.034
O -2.385 -3.159 -3.203
H -3.161 -3.628 -3.509
H -2.122 -2.618 -3.948
O -1.139 -2.511 -0.288
H -1.654 -3.261 0.008
H -1.605 -2.190 -1.060
O -2.839 -4.174 0.856
H -3.192 -5.037 1.071
H -3.454 -3.557 1.253
```

Summary:
* SMILES: COCCNCCOC.COCCNCCOC.COCCNCCOC.O.O.O
* highest occupied orbital energy: -8.13 eV
* total charge: 0



# 3
Formula: CH5ClN2O
Source: OMol25
Level of theory: ωB97M-V/def2-TZVPD

```
10
CH5ClN2O, DFT ωB97M-V/def2-TZVPD
C 1.039 0.408 -0.419
N -2.079 -1.466 -0.779
N -1.361 -2.448 -0.714
O -0.295 0.901 -0.307
Cl -1.916 -3.639 -1.895
H 0.890 -0.178 -1.332
H 1.067 -0.311 0.413
H 1.819 1.212 -0.423
H -1.781 -0.653 -0.194
H -0.213 1.818 -0.318
```

Summary:
* SMILES: [H]/N=N/Cl.CO
* highest occupied orbital energy: -9.91 eV
* total charge: 0



Let's list energy in order: -721.95039 -1557.62261 -685.93705 Ha.
Let's list molar mass in order: 121.16 453.62 96.52 g/mol.